C21H29N5O3S | ωB97M-V with the def2-TZVPD basis set

Properties
- Kohn-Sham gap: 9.4 eV
- F_max: 1.1 eV/Å
- E_HOMO: -8.77 eV

```
! RIJCOSX wB97M-V def2-TZVPD def2/J DEFGRID3
* xyz 0 1
C -6.9438 -0.1015 5.8525
H -7.5818 0.0139 4.9708
O -5.7428 -0.7656 5.5374
C -4.9016 -0.2006 4.6354
C -5.1198 1.0120 3.9871
C -4.1858 1.4845 3.0857
C -3.0153 0.7820 2.8218
C -2.8084 -0.4400 3.4617
C -3.7392 -0.9240 4.3529
H -3.5959 -1.8714 4.8479
H -1.9371 -1.0402 3.2420
C -2.0664 1.3569 1.8346
O -2.4281 2.0890 0.9267
N -0.7624 1.0533 2.0334
H -0.4978 0.3806 2.7345
C 0.2733 1.4572 1.0985
C 0.4098 0.4161 0.0349
N 1.0292 -0.7265 0.1910
N 0.9553 -1.4054 -0.9584
C 0.2855 -0.6701 -1.8011
N -0.1119 0.4991 -1.2187
C -0.8851 1.5584 -1.8019
H -1.4792 1.1489 -2.6190
H -0.2193 2.3363 -2.1833
H -1.5545 1.9752 -1.0474
S -0.0176 -1.0906 -3.4690
C 0.9551 0.2540 -4.2614
H 0.3062 1.1084 -4.4512
H 1.3042 -0.1569 -5.2081
C 2.1276 0.6863 -3.3865
O 2.1929 1.8147 -2.9386
N 3.0479 -0.2657 -3.1949
H 2.8550 -1.2070 -3.5009
C 4.2793 -0.0546 -2.4589
C 4.2534 -0.7324 -1.0855
C 4.2534 -2.2528 -1.2055
C 5.4572 -2.7288 -2.0122
C 5.4701 -2.0855 -3.3956
C 5.4665 -0.5622 -3.2830
H 5.4395 -0.1109 -4.2775
H 6.3857 -0.2371 -2.7924
H 4.5998 -2.4241 -3.9628
H 6.3583 -2.4032 -3.9462
H 5.4356 -3.8159 -2.1097
H 6.3747 -2.4587 -1.4835
H 3.3236 -2.5813 -1.6725
H 4.2787 -2.6883 -0.2060
H 3.3717 -0.4119 -0.5310
H 5.1369 -0.4079 -0.5319
H 4.3552 1.0308 -2.3268
C 1.5981 1.6459 1.8270
H 2.3432 2.0332 1.1375
H 1.4760 2.3476 2.6481
H 1.9453 0.6894 2.2094
H -0.0589 2.3976 0.6463
H -4.3514 2.4187 2.5706
H -6.0109 1.5904 4.1724
H -6.7548 0.8806 6.2973
H -7.4475 -0.7351 6.5806
*
```


C21H29N5OS | ωB97M-V with the def2-TZVPD basis set

Properties
- Kohn-Sham gap: 7.7 eV
- F_max: 1.2 eV/Å
- E_HOMO: -7.87 eV

```
! RIJCOSX wB97M-V def2-TZVPD def2/J DEFGRID3
* xyz 0 1
C -7.0240 -2.2152 0.5445
C -5.5414 -2.0301 0.2638
O -5.3396 -0.7102 -0.2021
C -3.9988 -0.3018 -0.2728
C -3.2312 -0.9056 -1.4561
C -1.8162 -0.3313 -1.5874
N -0.9646 -0.6861 -0.4744
C -0.8435 -0.0614 0.7251
N -1.2006 1.2301 0.8328
H -1.6551 1.6819 0.0546
C -1.0681 1.9988 2.0460
H -0.3679 1.4593 2.6882
H -2.0386 2.0484 2.5581
C -0.5667 3.4167 1.7805
H -0.5963 3.9646 2.7227
H -1.2399 3.9203 1.0802
C 0.8650 3.4648 1.2338
N 0.9532 2.9968 -0.1250
C 1.4612 1.7844 -0.4556
N 2.1298 1.1150 0.4481
C 2.6404 -0.0919 0.1510
C 3.3208 -0.8093 1.1678
C 3.8384 -2.0413 0.8690
C 3.7226 -2.6268 -0.4085
C 3.0639 -1.9442 -1.3948
C 2.5104 -0.6736 -1.1408
C 1.8041 0.0555 -2.1118
C 1.2643 1.2793 -1.7891
C 0.4772 2.0141 -2.6871
N -0.2170 2.6364 -3.3615
H 1.6739 -0.3519 -3.1059
H 2.9529 -2.3691 -2.3834
C 4.3169 -3.9811 -0.6460
H 5.3878 -3.9640 -0.4464
H 4.1588 -4.3035 -1.6722
H 3.8661 -4.7125 0.0238
H 4.3515 -2.5987 1.6407
C 3.4121 -0.2154 2.5342
H 3.7190 0.8258 2.4717
H 2.4254 -0.2443 2.9952
H 4.1087 -0.7697 3.1572
H 0.4102 3.4827 -0.8229
H 1.5178 2.8229 1.8266
H 1.2328 4.4956 1.2773
S -0.2118 -0.9246 1.9896
H -0.7141 -1.6642 -0.4205
H -1.3498 -0.7312 -2.4924
H -1.8587 0.7544 -1.6987
H -3.7859 -0.7014 -2.3731
H -3.1620 -1.9882 -1.3318
H -3.4818 -0.5417 0.6696
H -4.0444 0.7864 -0.3848
H -5.2107 -2.7607 -0.4890
H -4.9537 -2.1928 1.1806
H -7.5941 -2.0415 -0.3636
H -7.2114 -3.2249 0.8987
H -7.3502 -1.5040 1.2981
*
```


C21H29NO6 | ωB97M-V with the def2-TZVPD basis set

Properties
- Kohn-Sham gap: 8.7 eV
- F_max: 2.8 eV/Å
- E_HOMO: -7.99 eV

```
! RIJCOSX wB97M-V def2-TZVPD def2/J DEFGRID3
* xyz 0 1
C 0.2871 4.0534 3.3182
C -0.7345 3.3314 2.4955
O -0.0345 2.2356 1.8515
C -0.8708 1.4785 1.1378
C -0.2894 0.2283 0.4912
C -0.8446 -0.7569 1.5336
O -0.6610 -0.5068 2.7213
O -1.5110 -1.8122 1.0800
C -1.9771 -2.7666 2.1017
C -1.4031 -4.1249 1.8300
C 1.2055 0.0585 0.6728
O 2.0413 0.9404 0.5108
O 1.5754 -1.1682 1.0803
C 2.9495 -1.2149 1.5643
C 3.1479 -2.6027 2.1045
O -2.0646 1.7050 1.0068
H -0.1732 4.9249 3.7883
H 0.6706 3.4117 4.1142
H 1.1229 4.3931 2.6993
H -1.5363 2.9182 3.1178
H -1.1621 3.9779 1.7172
H -1.6285 -2.3817 3.0617
H -3.0672 -2.7471 2.0437
H -1.9003 -4.8501 2.4786
H -1.5271 -4.4400 0.7875
H -0.3368 -4.1412 2.0821
H 3.6298 -0.9887 0.7324
H 3.0650 -0.4620 2.3536
H 4.1971 -2.7472 2.3651
H 2.5596 -2.7507 3.0137
H 2.8707 -3.3716 1.3762
C 0.2719 -1.9535 -3.7768
C 0.0403 -2.9613 -2.6424
C -0.1045 -2.1347 -1.3599
N -0.0139 -0.7357 -1.7320
C -0.6967 0.2376 -0.9287
C -0.5681 1.6349 -1.5577
C -1.4951 2.0157 -2.5342
C -1.4618 3.3052 -3.0583
C -0.5095 4.2266 -2.6108
C 0.4397 3.8309 -1.6740
C 0.4146 2.5368 -1.1510
C 0.0103 -0.5710 -3.1619
H 1.2981 -1.9940 -4.1452
H -0.4030 -2.1429 -4.6150
H -0.8801 -3.5327 -2.8136
H 0.8647 -3.6690 -2.5279
H -1.0386 -2.3865 -0.8393
H 0.6959 -2.3779 -0.6442
H -1.7766 -0.0074 -0.9537
H -2.2447 1.2957 -2.8779
H -2.1951 3.5889 -3.8114
H -0.4879 5.2415 -3.0170
H 1.2122 4.5122 -1.3194
H 1.1864 2.2404 -0.4445
H 0.7764 0.1587 -3.4653
H -0.9351 -0.1818 -3.5695
*
```


C21H30AsBrFN4O2PSZn | ωB97M-V with the def2-TZVPD basis set

Properties
- Kohn-Sham gap: 5.2 eV
- F_max: 11.3 eV/Å
- E_HOMO: -5.27 eV

```
! RIJCOSX wB97M-V def2-TZVPD def2/J DEFGRID3
* xyz 0 1
Zn 0.0000 0.0000 0.0000
Br -0.3721 0.0000 3.4395
C 1.3262 0.0000 2.5891
C 2.4653 0.0000 3.3875
C 3.7116 0.0000 2.7679
C 3.7736 0.0000 1.3799
C 2.5802 0.0000 0.6641
N 1.3538 0.0000 1.2450
C 2.5220 0.0000 -0.8178
O 3.5962 0.0000 -1.4961
O 1.3252 0.0000 -1.2203
H 2.3907 0.0000 4.4679
H 4.6238 0.0000 3.3547
H 4.7200 0.0000 0.8480
C -3.2329 3.3360 1.2681
As -2.1841 1.9967 0.2799
C -1.2162 2.7321 -1.2670
C -3.1798 0.3476 -0.1195
S -0.8481 1.4685 1.4685
H -4.0571 3.7047 0.6238
H -2.5777 4.1852 1.5514
H -3.6578 2.8735 2.1826
H -1.9470 3.0728 -2.0287
H -0.5653 1.9476 -1.7047
H -0.5945 3.5914 -0.9414
H -4.0016 0.5779 -0.8280
H -3.6057 -0.0651 0.8182
H -2.4963 -0.3972 -0.5764
F -2.3792 -3.8650 3.9602
C -1.8397 -3.0137 3.0779
C -2.5068 -1.8325 2.7702
C -1.9440 -0.9469 1.8513
C -0.7223 -1.2506 1.2506
C -0.0602 -2.4374 1.5651
C -0.6210 -3.3246 2.4837
H -3.4564 -1.6110 3.2463
H -2.4506 -0.0200 1.5989
H 0.8905 -2.6637 1.0913
H -0.1188 -4.2520 2.7391
C 0.0248 -2.9841 -3.9159
N 0.8354 -1.8573 -3.4210
C 0.3959 -0.6116 -4.0744
N -1.0020 -0.3967 -3.8315
C -1.7985 -1.5054 -4.3219
N -1.3670 -2.7303 -3.6756
C -1.7403 -2.8018 -2.2759
P -0.8453 -1.4636 -1.4636
C 0.8484 -1.7607 -1.9444
C -1.3074 -0.0340 -2.4608
H 0.3794 -3.9054 -3.4355
H 0.2346 -3.0996 -4.9876
H 1.7992 -2.0278 -3.7173
H 0.6091 -0.7055 -5.1475
H 1.0235 0.2125 -3.7106
H -1.6871 -1.5956 -5.4110
H -2.8717 -1.3274 -4.1699
H -1.4793 -3.7787 -1.8539
H -2.8244 -2.6963 -2.1568
H 1.2597 -2.6966 -1.5525
H 1.5327 -0.9515 -1.6691
H -0.7532 0.8635 -2.1641
H -2.3696 0.2115 -2.3511
H -0.5845 1.0121 -1.0121
*
```


C21H30AsF6N4O8SY | ωB97M-V with the def2-TZVPD basis set

Properties
- Kohn-Sham gap (alpha / beta): 7.8 / 4.4 eV
- F_max: 4.0 eV/Å
- E_HOMO (alpha / beta): -6.18 / -6.18 eV

```
! RIJCOSX wB97M-V def2-TZVPD def2/J DEFGRID3
* xyz -1 2
Y 9.3224 7.9640 14.1982
O 10.2525 9.8464 15.0119
C 11.0563 10.0093 16.2245
C 11.4640 8.6148 16.6311
N 11.8140 7.7427 15.5704
C 12.7547 8.1635 14.5130
C 12.3920 7.8198 13.0356
O 13.3164 7.6850 12.1872
O 11.1549 7.6658 12.9028
C 11.8533 6.3202 15.8071
C 10.4178 5.8781 16.2195
O 10.2503 5.2110 17.2225
O 9.4330 6.3822 15.5702
H 9.8738 10.6721 14.6103
H 10.4113 10.4959 17.0056
H 11.8298 10.7345 15.9332
H 10.5931 8.2199 17.1453
H 12.2998 8.6703 17.3143
H 13.6977 7.5621 14.6331
H 12.9068 9.2444 14.4766
H 12.6629 6.0415 16.5337
H 12.0450 5.8731 14.8427
C 4.6536 12.0445 14.0801
C 5.5835 12.9483 13.2576
N 6.8241 13.3695 13.9003
C 6.7511 14.4603 14.9127
C 7.0386 14.1448 16.3413
C 7.9887 12.8127 13.4472
S 9.4728 12.9679 14.3497
N 7.9915 12.2357 12.2108
C 8.7430 11.1066 11.9470
O 9.1059 10.2460 12.7921
C 8.9299 10.9569 10.4719
C 8.0377 11.5379 9.5173
C 8.2348 11.3726 8.1551
C 9.4705 10.8793 7.6792
C 10.3863 10.3581 8.5325
C 10.0727 10.2646 9.9373
H 4.9854 11.7595 15.1010
H 4.6035 11.0983 13.6104
H 3.5974 12.3946 14.2060
H 5.0830 13.8425 12.8354
H 5.9669 12.4105 12.3921
H 5.6801 14.7400 14.7445
H 7.2422 15.3857 14.5459
H 6.5109 14.9147 16.8862
H 8.0991 14.2214 16.5297
H 6.8062 13.1474 16.6372
H 7.0697 11.9603 9.8830
H 7.4189 11.4650 7.4476
H 9.6352 10.7113 6.6519
H 11.3500 9.9095 8.2304
H 10.7763 9.8705 10.6243
N 9.7045 5.7618 9.3630
C 8.3986 5.2475 9.6995
C 7.5484 6.4290 10.3064
C 7.4108 6.4971 11.8592
O 6.4430 5.9115 12.4595
O 8.3084 7.2965 12.3185
H 10.0641 6.3004 10.2081
H 10.4015 5.0470 9.1949
H 8.3441 4.3641 10.3541
H 7.9442 4.8872 8.7453
H 6.5056 6.2381 9.9493
H 7.9110 7.3665 9.8606
F 4.8340 9.3068 15.6349
As 6.4703 9.1742 16.2716
F 6.1015 7.6059 16.9860
F 7.1197 8.5170 14.7014
F 8.1907 8.8732 16.8823
F 6.8357 10.7581 15.5506
F 5.9817 10.0172 17.7469
*
```


C21H30CaN2Si | ωB97M-V with the def2-TZVPD basis set

Properties
- Kohn-Sham gap (alpha / beta): 3.9 / 3.8 eV
- F_max: 4.6 eV/Å
- E_HOMO (alpha / beta): -3.86 / -3.53 eV

```
! RIJCOSX wB97M-V def2-TZVPD def2/J DEFGRID3
* xyz 0 1
C -2.3101 -3.0532 2.8872
C -1.3412 -3.4599 1.9293
C -0.0920 -2.8885 2.2968
H -1.5173 -4.1651 1.1162
C -0.2881 -2.1271 3.4801
C -1.6570 -2.2307 3.8493
H -2.1013 -1.8770 4.7810
H -3.3352 -3.4221 2.9662
H 0.8655 -3.0744 1.8096
H 0.4868 -1.6374 4.0714
Ca -1.6005 -0.9433 1.5957
C 0.2535 1.6798 -0.6084
H 0.8928 1.8684 0.2676
H -0.5139 1.0224 -0.0702
H 0.2516 0.7032 -1.3708
Si 1.6767 1.3434 -1.8589
C 1.3808 0.5091 -3.4839
C 1.5408 -0.8794 -3.6256
H 1.8767 -1.4794 -2.7710
C 1.2999 -1.4816 -4.8659
H 1.4078 -2.5660 -4.9650
C 0.9376 -0.6841 -5.9595
H 0.7452 -1.1505 -6.9241
C 0.7970 0.7074 -5.8319
H 0.5080 1.3279 -6.6892
C 1.0371 1.3054 -4.5926
H 0.9915 2.3907 -4.4724
C 3.3529 1.0444 -1.1540
C 4.3953 0.6977 -2.0470
H 4.2033 0.6910 -3.1264
C 5.6712 0.3898 -1.5605
H 6.4553 0.0774 -2.2596
C 5.9215 0.4894 -0.1841
H 6.8966 0.2051 0.2036
C 4.9339 0.9520 0.6987
H 5.1457 1.0786 1.7702
C 3.6601 1.2654 0.2046
H 2.9033 1.7036 0.8652
H -0.3267 2.5466 -0.9292
H 1.4598 2.8335 -2.1034
N -3.9283 -0.6921 1.2682
C -4.4721 0.7143 1.2927
C -4.5474 1.2990 2.7008
C -3.4589 0.8872 3.6809
N -2.0848 0.9109 3.0646
H -4.1770 -1.1392 0.3778
H -4.4244 -1.2681 1.9527
H -3.8238 1.3188 0.6484
H -5.4676 0.7239 0.8256
H -4.5623 2.3952 2.6115
H -5.5202 1.0365 3.1429
H -3.4763 1.5568 4.5523
H -3.6286 -0.1244 4.0652
H -1.3788 0.8262 3.8057
H -1.9143 1.8423 2.6718
*
```


C21H30CrN2Si | ωB97M-V with the def2-TZVPD basis set

Properties
- Kohn-Sham gap (alpha / beta): 4.9 / 7.4 eV
- F_max: 2.6 eV/Å
- E_HOMO (alpha / beta): -4.54 / -7.18 eV

```
! RIJCOSX wB97M-V def2-TZVPD def2/J DEFGRID3
* xyz 0 5
C -2.5168 1.7703 3.1142
C -2.3186 0.3961 2.7351
C -0.9326 0.0791 2.9335
H -3.1057 -0.3040 2.4568
C -0.2624 1.2613 3.4005
C -1.2407 2.3096 3.5189
H -1.0804 3.2948 3.9556
H -3.4740 2.2824 3.2017
H -0.4860 -0.9087 2.8331
H 0.7779 1.3296 3.7194
Cr -1.0995 1.6556 1.4311
C -0.0216 0.6560 0.0001
H 0.9988 0.4408 0.3647
H 0.0181 1.2889 -0.9026
H -0.5510 -0.2904 -0.2168
Si 1.8543 -1.3320 -2.2033
C 0.6885 -2.5715 -2.9146
C -0.1449 -3.3446 -2.0865
H -0.0696 -3.2597 -0.9986
C -1.0717 -4.2256 -2.6571
H -1.7089 -4.8348 -2.0138
C -1.1756 -4.3286 -4.0501
H -1.9119 -5.0012 -4.4945
C -0.3295 -3.5737 -4.8730
H -0.3881 -3.6769 -5.9584
C 0.5930 -2.6883 -4.3109
H 1.2502 -2.0865 -4.9413
C 2.9963 -2.1650 -1.0261
C 3.3006 -3.5286 -1.1759
H 2.9285 -4.0783 -2.0463
C 4.0638 -4.1859 -0.2061
H 4.3049 -5.2429 -0.3355
C 4.5100 -3.4910 0.9255
H 5.0660 -4.0162 1.7020
C 4.2457 -2.1215 1.0547
H 4.6175 -1.5737 1.9228
C 3.5092 -1.4520 0.0746
H 3.3135 -0.3803 0.1580
H 0.9746 -0.4504 -1.4466
H 2.5407 -0.4156 -3.1640
N -0.2408 3.5170 1.0915
C -0.9684 4.7924 1.4444
C -2.4763 4.6411 1.3969
C -3.0246 3.8539 0.2226
N -2.7165 2.3691 0.3291
H 0.0058 3.5256 0.0988
H 0.6758 3.5046 1.5530
H -0.6493 5.0803 2.4520
H -0.6250 5.5633 0.7412
H -2.8646 4.2452 2.3500
H -2.8861 5.6553 1.3113
H -4.1188 3.9476 0.1872
H -2.6161 4.2078 -0.7335
H -3.5432 1.8764 0.6885
H -2.6147 1.9835 -0.6129
*
```


C21H30N2O4 | ωB97M-V with the def2-TZVPD basis set

Properties
- Kohn-Sham gap: 8.8 eV
- F_max: 1.0 eV/Å
- E_HOMO: -8.97 eV

```
! RIJCOSX wB97M-V def2-TZVPD def2/J DEFGRID3
* xyz 0 1
C 2.6099 -3.8605 2.5103
C 3.7704 -3.1348 1.9184
O 4.8693 -3.2728 2.3511
O 3.5604 -2.3479 0.8318
C 2.7583 -1.1687 1.0814
C 1.3292 -1.3777 0.6391
C 0.4162 -0.1705 0.9372
C -0.9777 -0.6660 1.2826
C -1.7166 -0.1596 2.3785
C -2.9423 -0.6852 2.6935
C -3.5263 -1.7242 1.9412
N -4.7426 -2.2220 2.3102
C -5.1857 -3.1842 1.5526
C -4.4871 -3.6764 0.4316
N -3.3277 -3.2170 0.0568
C -2.8234 -2.2124 0.8316
C -1.5589 -1.6654 0.5300
H 1.8913 -3.1652 2.9385
H 2.0646 -4.4377 1.7700
H 2.9391 -4.5198 3.2996
H 3.2214 -0.3898 0.4855
H 2.8337 -0.8961 2.1320
H 0.9416 -2.2322 1.1788
H 1.2724 -1.6138 -0.4164
H 0.7767 0.4343 1.7685
H 0.3610 0.4820 0.0706
H -1.2837 0.6360 2.9631
H -3.4921 -0.2963 3.5380
H -6.1419 -3.6234 1.7992
H -4.9249 -4.4749 -0.1492
H -1.0262 -2.0669 -0.3162
C 1.6213 0.6159 -4.7439
C 1.8481 1.7070 -3.7011
C 1.4162 1.0042 -2.4220
O 1.7153 -0.3840 -2.6047
C 2.0311 -0.6339 -3.9770
H 2.1961 0.7557 -5.6579
H 0.5632 0.5659 -5.0098
H 2.9089 1.9633 -3.6525
H 1.2855 2.6202 -3.8898
H 0.3392 1.1118 -2.2514
H 1.9439 1.3700 -1.5387
H 3.1078 -0.8162 -4.0592
H 1.5027 -1.5283 -4.3075
C -0.4072 5.0314 -0.0259
C -0.8935 4.2983 1.2231
C -1.6517 3.1284 0.6123
O -1.0034 2.8205 -0.6201
C -0.0852 3.8657 -0.9530
H 0.4516 5.6765 0.1518
H -1.2105 5.6404 -0.4456
H -0.0364 3.9378 1.7976
H -1.5127 4.9043 1.8821
H -2.6941 3.3992 0.4088
H -1.6350 2.2393 1.2404
H 0.9362 3.5032 -0.7864
H -0.1959 4.1127 -2.0095
*
```


> F_max of number 4 (C21H30AsBrFN4O2PSZn)?

11.3 eV/Å


> Which value of F_max does entry 5 give?

4.0 eV/Å


> Among the records above, which one has the highest F_max?

C21H30AsBrFN4O2PSZn


Copy entry 1 word for word.
C21H29N5O3S | ωB97M-V with the def2-TZVPD basis set

Properties
- Kohn-Sham gap: 9.4 eV
- F_max: 1.1 eV/Å
- E_HOMO: -8.77 eV

```
! RIJCOSX wB97M-V def2-TZVPD def2/J DEFGRID3
* xyz 0 1
C -6.9438 -0.1015 5.8525
H -7.5818 0.0139 4.9708
O -5.7428 -0.7656 5.5374
C -4.9016 -0.2006 4.6354
C -5.1198 1.0120 3.9871
C -4.1858 1.4845 3.0857
C -3.0153 0.7820 2.8218
C -2.8084 -0.4400 3.4617
C -3.7392 -0.9240 4.3529
H -3.5959 -1.8714 4.8479
H -1.9371 -1.0402 3.2420
C -2.0664 1.3569 1.8346
O -2.4281 2.0890 0.9267
N -0.7624 1.0533 2.0334
H -0.4978 0.3806 2.7345
C 0.2733 1.4572 1.0985
C 0.4098 0.4161 0.0349
N 1.0292 -0.7265 0.1910
N 0.9553 -1.4054 -0.9584
C 0.2855 -0.6701 -1.8011
N -0.1119 0.4991 -1.2187
C -0.8851 1.5584 -1.8019
H -1.4792 1.1489 -2.6190
H -0.2193 2.3363 -2.1833
H -1.5545 1.9752 -1.0474
S -0.0176 -1.0906 -3.4690
C 0.9551 0.2540 -4.2614
H 0.3062 1.1084 -4.4512
H 1.3042 -0.1569 -5.2081
C 2.1276 0.6863 -3.3865
O 2.1929 1.8147 -2.9386
N 3.0479 -0.2657 -3.1949
H 2.8550 -1.2070 -3.5009
C 4.2793 -0.0546 -2.4589
C 4.2534 -0.7324 -1.0855
C 4.2534 -2.2528 -1.2055
C 5.4572 -2.7288 -2.0122
C 5.4701 -2.0855 -3.3956
C 5.4665 -0.5622 -3.2830
H 5.4395 -0.1109 -4.2775
H 6.3857 -0.2371 -2.7924
H 4.5998 -2.4241 -3.9628
H 6.3583 -2.4032 -3.9462
H 5.4356 -3.8159 -2.1097
H 6.3747 -2.4587 -1.4835
H 3.3236 -2.5813 -1.6725
H 4.2787 -2.6883 -0.2060
H 3.3717 -0.4119 -0.5310
H 5.1369 -0.4079 -0.5319
H 4.3552 1.0308 -2.3268
C 1.5981 1.6459 1.8270
H 2.3432 2.0332 1.1375
H 1.4760 2.3476 2.6481
H 1.9453 0.6894 2.2094
H -0.0589 2.3976 0.6463
H -4.3514 2.4187 2.5706
H -6.0109 1.5904 4.1724
H -6.7548 0.8806 6.2973
H -7.4475 -0.7351 6.5806
*
```